Arrangement i

Molecular formula: C7H16N2O2
Method: DFT, ωB97M-V/def2-TZVPD

Computed properties:
- Kohn-Sham gap: 9.878 eV
- Highest occupied orbital energy: -9.069 eV
- Molar mass: 160.22 g mol⁻¹

CARTESIAN COORDINATES (ANGSTROEM)
C1 -1.823 0.419 -0.187
H1 -3.645 -0.082 0.721
H2 -2.693 -1.420 0.789
H3 1.453 0.673 2.131
C2 0.352 0.711 2.187
O1 1.892 -1.264 0.247
H4 0.536 2.479 1.203
N1 -1.031 1.492 0.214
H5 -2.258 -0.024 1.873
H6 0.498 -3.025 -1.881
H7 0.290 -0.388 2.001
C3 -0.070 1.866 -0.857
H8 -0.907 2.235 2.315
H9 0.116 1.058 -1.671
H10 -0.471 2.768 -1.290
H11 0.371 0.840 3.362
N2 0.748 -2.863 -0.944
C4 -0.331 1.928 1.448
H12 3.015 -0.600 -2.038
H13 0.528 -3.478 -0.208
C5 -2.597 -0.302 0.860
C6 1.556 -1.776 -0.821
O2 -1.898 0.125 -1.364
H14 1.185 1.833 -0.525
H15 1.259 -0.409 -2.441
C7 2.045 -1.162 -2.072
H16 1.879 -1.633 -3.053



Arrangement ii

Molecular formula: C7H16N2O2
Method: DFT, ωB97M-V/def2-TZVPD

Computed properties:
- Kohn-Sham gap: 9.778 eV
- Highest occupied orbital energy: -8.877 eV
- Molar mass: 160.22 g mol⁻¹

CARTESIAN COORDINATES (ANGSTROEM)
H1 -1.056 2.588 0.943
H2 -2.500 0.469 -0.884
H3 -2.362 1.579 -2.256
O1 -2.278 1.507 2.679
H4 0.027 0.776 -1.268
C1 -2.165 1.481 -1.224
C2 -0.478 -3.024 0.718
H5 1.109 1.840 3.098
H6 0.376 -1.502 -0.826
H7 0.104 3.105 2.506
H8 1.106 -0.340 1.111
H9 0.152 -1.103 2.332
H10 -0.648 -3.651 -0.123
H11 -1.249 -1.331 -0.241
N1 -0.833 0.450 1.285
C3 -0.605 1.592 -0.895
H12 -1.218 -2.995 1.403
H13 1.829 3.318 2.413
H14 -0.209 2.526 -1.205
C4 0.120 -0.659 1.299
C5 1.021 2.572 2.284
C6 -0.266 -1.588 0.147
N2 -1.859 0.468 2.197
O2 0.953 1.950 0.969
C7 -0.420 1.736 0.616
H15 0.421 -3.375 1.249
H16 -2.732 2.276 -0.660



Tell me which of them is the least stable. Sure, it is arrangement ii.



Arrangement i

Molecular formula: C5H4N2O2
Method: DFT, ωB97M-V/def2-TZVPD

Computed properties:
- Kohn-Sham gap: 10.648 eV
- Highest occupied orbital energy: -10.100 eV
- Molar mass: 124.10 g mol⁻¹

CARTESIAN COORDINATES (ANGSTROEM)
O1 -1.000 2.080 1.017
H1 -1.617 -0.643 -0.111
H2 0.730 -2.356 3.162
N1 0.007 1.700 -1.058
C1 -0.548 -0.281 0.281
O2 0.135 -1.854 -1.291
H3 0.867 0.619 -2.443
C2 0.463 -1.764 2.227
N2 0.800 0.456 -1.515
C3 0.149 -0.707 -0.928
H4 0.596 2.501 -0.974
C4 -0.531 1.315 0.237
C5 -0.052 -1.064 1.396



Arrangement ii

Molecular formula: C5H4N2O2
Method: DFT, ωB97M-V/def2-TZVPD

Computed properties:
- Kohn-Sham gap: 9.437 eV
- Highest occupied orbital energy: -9.979 eV
- Molar mass: 124.10 g mol⁻¹

CARTESIAN COORDINATES (ANGSTROEM)
N1 1.260 0.233 2.180
C1 -0.508 -1.613 -1.740
H1 -0.660 2.102 0.040
O1 0.844 -0.707 0.232
H2 -1.822 0.109 -1.616
N2 1.447 -0.751 1.483
C2 -0.094 0.203 -0.047
H3 -1.168 -2.054 -2.545
C3 -0.110 1.336 0.530
C4 0.740 1.512 1.764
C5 -0.871 -0.365 -1.229
H4 0.175 -2.416 -1.567
O2 0.767 2.410 2.517



Tell me which of them is the least stable. Sure, it is arrangement ii.



Arrangement i

Molecular formula: C4H7N3OS
Method: DFT, ωB97M-V/def2-TZVPD

Computed properties:
- Kohn-Sham gap (spin up / spin down): 9.379 / 9.379 eV
- Highest occupied orbital energy (spin up / spin down): -9.154 / -9.154 eV
- Molar mass: 145.19 g mol⁻¹

CARTESIAN COORDINATES (ANGSTROEM)
H1 2.939 0.856 1.333
H2 -2.202 -0.205 -0.146
N1 3.096 0.584 0.411
C1 -0.794 1.338 0.000
N2 -1.434 -2.113 0.618
S1 1.763 0.464 -0.310
H3 -1.424 2.193 0.276
H4 -1.955 -2.500 -0.245
O1 1.911 0.503 -1.737
C2 -0.504 -1.162 0.139
N3 0.737 -1.356 0.199
C3 -1.198 0.001 -0.450
H5 -1.056 -2.917 1.020
C4 0.493 1.707 0.048
H6 0.836 2.692 0.325
H7 -1.209 -0.086 -1.482



Arrangement ii

Molecular formula: C4H7N3OS
Method: DFT, ωB97M-V/def2-TZVPD

Computed properties:
- Kohn-Sham gap (spin up / spin down): 7.660 / 7.665 eV
- Highest occupied orbital energy (spin up / spin down): -8.021 / -8.024 eV
- Molar mass: 145.19 g mol⁻¹

CARTESIAN COORDINATES (ANGSTROEM)
S1 0.947 2.300 -1.331
N1 1.958 -0.496 0.263
O1 -0.613 -1.487 -1.671
C1 -0.719 -1.229 -0.473
H1 -1.744 0.806 1.196
C2 -0.389 0.229 -0.175
H2 -1.682 -2.797 0.266
N2 -1.248 -1.878 0.523
N3 0.189 0.830 -1.280
H3 3.100 1.272 -0.583
H4 0.193 0.246 -2.139
C3 2.626 0.373 -0.159
H5 -0.129 0.472 1.973
H6 -0.514 1.971 1.067
H7 -1.237 -1.520 1.387
C4 -0.737 0.907 1.135



Tell me which of them is the least stable. Sure, it is arrangement i.